1.
Here is a cluster of 3 separate species, C4H14N2O4 in total in a non-equilibrium geometry from the Open Molecules 2025 dataset. Energies are from ωB97M-V/def2-TZVPD.

Element x y z (Å)
N 0.8043 1.1129 1.6747
C 0.0320 1.4332 0.5727
C 0.7255 0.9897 -0.8150
C -0.2551 0.7930 -1.9408
O 1.5045 -0.1291 -0.5198
C -1.3945 0.7865 0.6556
N -2.3850 1.6800 0.8270
O -1.5353 -0.4002 0.5540
H 1.1369 1.8448 2.2989
H 1.4366 0.3298 1.5021
H -0.0976 2.5178 0.5045
H 1.3906 1.7929 -1.1231
H -1.1451 1.4018 -1.7584
H 0.1434 1.1128 -2.9010
H -0.6781 -0.2050 -2.0126
H 1.1024 -0.9591 -0.8552
H -2.1575 2.5752 1.2203
H -3.3361 1.3520 0.8514
H 1.5880 -2.8874 0.1800
H 2.5476 -1.6957 0.2447
O 2.5130 -2.6577 0.2989
H -0.5357 -2.9582 -0.1552
H -1.2131 -2.0582 -1.1149
O -0.3538 -2.4772 -0.9801

Computed properties:
energy relative to the best compared isomer or geometry (same formula, charge and spin)	0.0	kcal per mole
calculated total energy	-570.9744	hartree
net charge	+1
frontier orbital gap (alpha / beta)	10.852 / 5.863	eV
spin multiplicity	2
LUMO level (alpha / beta)	-3.3 / -8.3	eV
<S²>	0.76
HOMO level (alpha / beta)	-14.146 / -14.144	eV


2.
Here is a structure of composition C4H14N2OS in a non-equilibrium geometry from the Open Molecules 2025 dataset. Energies are from ωB97M-V/def2-TZVPD.

Element x y z (Å)
C -2.5499 -0.8992 0.4658
O -2.4932 -2.2438 0.0426
C -2.1683 0.0605 -0.6698
N -2.3072 1.4392 -0.2083
H -1.9726 -0.6693 1.3649
H -3.5812 -0.6105 0.6902
H -1.6645 -2.5729 0.4081
H -1.1466 -0.0687 -1.0553
H -2.8888 -0.1521 -1.4640
H -0.1882 0.0833 0.7176
H -2.4170 2.1445 -0.9300
H -1.5337 1.7003 0.3894
C 2.4465 0.5371 0.5179
C 1.9981 -0.7028 -0.2476
S 0.6920 -1.5276 0.7464
N 3.4745 1.3427 -0.1250
H 2.7376 0.2241 1.5230
H 1.5952 1.2165 0.6315
H 2.7927 -1.4507 -0.3021
H 1.6133 -0.4537 -1.2362
H 3.2077 1.7466 -1.0126
H 4.3536 0.8565 -0.2463

Computed properties:
energy relative to the best compared isomer or geometry (same formula, charge and spin)	57.2	kcal per mole
calculated total energy	-743.6427	hartree
frontier orbital gap	8.634	eV
LUMO level	-0.5	eV
HOMO level	-9.146	eV


3.
Here is a cluster of 2 separate species, C4H14N2OS in total in a non-equilibrium geometry from the Open Molecules 2025 dataset. Energies are from ωB97M-V/def2-TZVPD.

Element x y z (Å)
N -1.4515 1.5977 -1.0752
C -0.2438 1.0936 -0.4162
C 0.5489 0.1391 -1.3481
C 1.9854 -0.0286 -0.8784
S 2.6139 -1.7525 -0.8316
C -0.5872 0.3773 0.9169
N -1.8483 0.7670 1.5525
H -1.3027 2.5363 -1.3965
H -1.8252 0.9725 -1.7702
H 0.4670 1.9106 -0.2603
H 0.4196 0.4526 -2.3567
H 0.0451 -0.8325 -1.3149
H 2.0489 0.3049 0.1569
H 2.8033 0.4313 -1.4232
H 1.9980 -2.2707 0.2367
H 0.2269 0.4262 1.6353
H -0.6789 -0.6840 0.6923
H -2.4691 0.9488 0.8058
H -1.7533 1.7023 1.9368
H -0.4824 -2.1412 2.2435
H -0.5718 -3.2662 1.2284
O 0.0570 -2.6846 1.6662

Computed properties:
energy relative to the best compared isomer or geometry (same formula, charge and spin)	12.2	kcal per mole
calculated total energy	-743.7144	hartree
frontier orbital gap	9.551	eV
SMILES	NC[C@H](N)CCS.O
LUMO level	0.8	eV
HOMO level	-8.741	eV


4.
Here is a cluster of 2 separate species, C4H14N2S in total in a non-equilibrium geometry from the Open Molecules 2025 dataset. Energies are from ωB97M-V/def2-TZVPD.

Element x y z (Å)
N 0.7051 0.5889 1.7145
C 2.0828 1.0269 1.4433
C 2.4127 1.1830 -0.0320
N 2.3833 -0.1083 -0.7167
H 0.0628 1.2789 2.0581
H -0.2768 0.5064 0.5625
H 0.5544 -0.4034 1.7906
H 2.2501 1.9815 1.9422
H 2.7638 0.2774 1.8607
H 1.7375 1.9063 -0.5308
H 3.4279 1.6151 -0.1135
H 1.4112 -0.4016 -0.8473
H 2.7922 -0.0343 -1.6400
C -2.9576 -1.9333 -0.6760
C -2.9127 -0.5744 -1.3236
S -1.1760 0.3168 -0.5856
H -3.0326 -1.8247 0.4135
H -2.0401 -2.4959 -0.8976
H -3.8256 -2.5272 -1.0142
H -3.6587 0.1437 -1.0159
H -2.7035 -0.5217 -2.3924

Computed properties:
energy relative to the best compared isomer or geometry (same formula, charge and spin)	50.0	kcal per mole
calculated total energy	-668.4066	hartree
frontier orbital gap	8.827	eV
SMILES	NCCN.CCS
LUMO level	0.9	eV
HOMO level	-7.974	eV


5.
Here is a cluster of 2 separate species, C4H14N3 in total in a non-equilibrium geometry from the Open Molecules 2025 dataset. Energies are from ωB97M-V/def2-TZVPD.

Element x y z (Å)
C -0.5796 2.0921 -1.5726
C -1.7259 0.3296 -0.1908
N -1.4990 0.8816 -1.4266
N -1.5053 0.8207 1.0098
N -1.9952 -1.0052 -0.3736
H -1.2223 0.1628 -2.0809
H -1.0063 1.7141 0.8292
H -1.8003 0.7186 1.9684
H -2.3732 -1.2637 -1.3024
H -2.4112 -1.5843 0.3980
H 0.1099 2.0196 -2.3986
H 0.0783 2.2151 -0.6704
H -1.3464 2.8458 -1.5015
C 2.1053 -1.1834 1.6729
C 2.1134 -1.3072 0.1557
H 2.2576 -2.0700 2.2727
H 2.9804 -0.5000 1.8710
H 1.2205 -0.7179 2.1020
H 1.2655 -1.6884 -0.3999
H 2.8501 -2.0979 -0.0469
H 2.4836 -0.3819 -0.3154

Computed properties:
energy relative to the best compared isomer or geometry (same formula, charge and spin)	37.4	kcal per mole
calculated total energy	-324.8052	hartree
net charge	+1
frontier orbital gap	11.311	eV
LUMO level	-3.2	eV
HOMO level	-14.512	eV


6.
Here is a cluster of 2 separate species, C4H14N3 in total in a non-equilibrium geometry from the Open Molecules 2025 dataset. Energies are from ωB97M-V/def2-TZVPD.

Element x y z (Å)
C 1.2835 1.0565 -2.4630
C 2.1398 2.0533 -2.1782
N -0.1395 1.0944 -2.1951
H 1.5932 0.0807 -2.8922
H 3.1286 1.9577 -2.5859
H 1.8193 2.9070 -1.6083
H -0.2101 0.6189 -0.5699
H -0.5363 2.0163 -2.3291
H -0.5485 0.4230 -2.8118
N -0.1681 0.5039 0.4931
C -0.4939 -0.9399 0.7975
C -0.9091 -1.1246 2.2587
N -0.9517 -2.5517 2.6067
H 0.7875 0.7733 0.7632
H -0.8014 1.0309 1.0928
H 0.3983 -1.5346 0.4741
H -1.2823 -1.3679 0.1096
H -0.1806 -0.6602 2.9260
H -1.9371 -0.6221 2.3755
H -1.2179 -2.7246 3.5723
H -1.7738 -2.9904 2.1637

Computed properties:
energy relative to the best compared isomer or geometry (same formula, charge and spin)	42.0	kcal per mole
calculated total energy	-324.7980	hartree
net charge	+1
frontier orbital gap	9.946	eV
LUMO level	-3.0	eV
HOMO level	-12.950	eV


> Among the records above, which one has the highest energy relative to the best compared isomer or geometry (same formula, charge and spin)?

number 2


> Which of these has the lowest energy relative to the best compared isomer or geometry (same formula, charge and spin)?

C4H14N2O4


> The lowest calculated total energy belongs to which entry?

number 3


> Which value of energy relative to the best compared isomer or geometry (same formula, charge and spin) does entry 6 give?

42.0 kcal per mole